No. 1
Formula: C6H9N
Source: the Open Molecules 2025 dataset
Level of theory: the ωB97M-V functional and the def2-TZVPD basis

ORCA input file:
```
! RIJCOSX wB97M-V def2-TZVPD def2/J DEFGRID3
* xyz 0 1
C -0.902 -1.634 0.032
N 1.206 1.351 0.729
C -0.088 0.798 0.542
H 0.632 0.154 -2.290
H -1.555 -1.320 -0.792
C -1.242 1.463 0.559
H 0.117 0.350 -2.792
C 1.516 -0.776 0.288
H -2.182 0.948 0.380
C 0.176 -0.628 0.274
H -1.531 -1.759 0.922
C 2.231 0.504 0.588
H 1.341 2.328 0.946
H 2.044 -1.706 0.097
H -1.287 2.534 0.739
H -0.475 -2.607 -0.223
*
```

Output
ΔE to the lowest compared entry with this formula, charge and spin: 345.8 kJ/mol
F_max: 0.59 eV/A
E_LUMO: -0.308 eV
Gap between HOMO and LUMO: 0.2951 Eh


No. 2
Formula: C6H9N
Source: the Open Molecules 2025 dataset
Level of theory: the ωB97M-V functional and the def2-TZVPD basis

ORCA input file:
```
! RIJCOSX wB97M-V def2-TZVPD def2/J DEFGRID3
* xyz 0 1
H -2.864 0.793 -0.142
H 2.665 0.609 -0.095
C 1.744 0.082 -0.320
C -0.954 0.832 1.287
H -0.291 -1.539 -1.589
H -1.657 0.572 2.052
C 1.224 -1.299 0.135
C -1.123 0.173 -0.080
N -2.242 0.237 -0.626
C 0.846 0.292 -1.284
H -1.069 1.889 1.093
H 1.240 -1.461 1.197
H 0.610 0.997 -2.111
H 1.754 -2.050 -0.343
C 0.074 -0.891 -0.841
H 0.041 0.763 1.666
*
```

Output
ΔE to the lowest compared entry with this formula, charge and spin: 371.1 kJ/mol
F_max: 5.18 eV/A
E_LUMO: 1.062 eV
Gap between HOMO and LUMO: 0.3599 Eh


No. 3
Formula: C6H9N
Source: the Open Molecules 2025 dataset
Level of theory: the ωB97M-V functional and the def2-TZVPD basis

ORCA input file:
```
! RIJCOSX wB97M-V def2-TZVPD def2/J DEFGRID3
* xyz 0 1
H -1.171 2.106 0.227
C -1.076 -0.043 -0.012
C -2.552 -0.322 0.086
C 0.835 1.288 0.171
C 1.409 0.060 0.300
C -0.564 1.234 0.109
N -0.147 -0.987 -0.130
H 3.146 -1.279 0.457
H -0.591 -1.927 -0.248
C 2.611 -0.577 -0.187
H -2.876 -1.142 -0.563
H 1.317 2.276 0.173
H 2.398 -1.038 -1.167
H -3.121 0.574 -0.181
H 3.201 0.363 -0.153
H -2.818 -0.586 1.118
*
```

Output
ΔE to the lowest compared entry with this formula, charge and spin: 291.4 kJ/mol
F_max: 3.74 eV/A
E_LUMO: 0.969 eV
Gap between HOMO and LUMO: 0.3040 Eh


No. 4
Formula: C6H9N
Source: the Open Molecules 2025 dataset
Level of theory: the ωB97M-V functional and the def2-TZVPD basis

ORCA input file:
```
! RIJCOSX wB97M-V def2-TZVPD def2/J DEFGRID3
* xyz 0 1
C 0.273 0.655 0.112
H 1.466 2.334 0.512
C 0.682 1.654 0.846
H -0.883 -2.392 -0.508
H 0.739 -2.071 0.095
H -1.955 -0.651 -1.732
N -1.430 0.126 -1.336
H 1.489 -0.399 1.565
H -2.634 1.360 -2.173
H 0.425 -2.012 -1.641
H 0.497 0.516 2.722
C 0.012 -1.765 -0.658
H 2.131 1.013 2.341
C -1.719 1.392 -1.547
C -0.327 -0.313 -0.541
C 1.214 0.613 1.927
*
```

Output
ΔE to the lowest compared entry with this formula, charge and spin: 618.5 kJ/mol
F_max: 2.78 eV/A
E_LUMO: 0.741 eV
Gap between HOMO and LUMO: 0.3124 Eh


No. 5
Formula: C6H9N
Source: the Open Molecules 2025 dataset
Level of theory: the ωB97M-V functional and the def2-TZVPD basis

ORCA input file:
```
! RIJCOSX wB97M-V def2-TZVPD def2/J DEFGRID3
* xyz 0 1
H 0.896 -2.093 -0.456
H 2.230 1.870 0.007
C -1.663 -0.662 -0.274
C -1.234 0.023 0.998
C -0.256 -0.274 -0.095
H 0.201 0.972 -2.021
H 0.582 1.794 0.775
H -2.187 -0.044 -0.997
C 1.252 1.445 -0.032
H 1.515 -1.264 0.992
H -1.549 1.047 1.192
C 1.007 -1.112 0.034
N 1.736 -0.072 -0.718
H -1.153 -0.588 1.897
C 0.531 0.674 -1.026
H -1.907 -1.716 -0.277
*
```

Output
SMILES: C1[C@H]2N1CC21CC1
ΔE to the lowest compared entry with this formula, charge and spin: 472.7 kJ/mol
F_max: 1.53 eV/A
E_LUMO: 1.041 eV
Gap between HOMO and LUMO: 0.3724 Eh


No. 6
Formula: C6H9N
Source: the Open Molecules 2025 dataset
Level of theory: the ωB97M-V functional and the def2-TZVPD basis

ORCA input file:
```
! RIJCOSX wB97M-V def2-TZVPD def2/J DEFGRID3
* xyz 0 1
H 0.652 -2.130 -1.330
N 0.088 -1.457 -0.828
C -0.417 0.305 0.379
H -1.382 2.223 0.622
H 1.773 0.832 -1.863
C 1.879 0.308 -0.906
H -1.350 1.207 2.014
C 0.563 -0.226 -0.425
C -1.451 -0.637 0.546
H 2.631 -0.481 -1.047
H 2.292 1.018 -0.181
H -1.613 -2.674 -0.443
C -0.664 1.568 1.120
C -1.138 -1.723 -0.244
H -2.142 -0.276 1.343
H 0.277 2.143 1.241
*
```

Output
SMILES: Cc1cc[nH]c1C
ΔE to the lowest compared entry with this formula, charge and spin: 99.2 kJ/mol
F_max: 2.79 eV/A
E_LUMO: 1.041 eV
Gap between HOMO and LUMO: 0.3250 Eh


What is the F_max in the fourth record? 2.78 eV/A


What is the F_max in the first record? 0.59 eV/A


E_LUMO of number 4 (C6H9N)? 0.741 eV